[1]
A single C12H11BN2O3 molecule, computed with ωB97M-V/def2-TZVPD.

Each atom is followed by the atoms it is bonded to, with distances in Å.
Element x y z (Å)
1 O 0.35 -5.83 0.76  B18 1.391, H23 0.973
2 O -0.59 6.40 0.67  C8 1.380, H19 0.973
3 O 1.90 -4.65 2.24  B18 1.396, H20 0.968
4 N -0.63 0.93 -0.54  N5 1.232, C13 1.391
5 N 0.09 0.18 0.11  N4 1.232, C14 1.360
6 C 0.22 2.79 0.77  C13 1.403, C16 1.377, H24 1.057
7 C -0.02 -2.87 -1.95  C11 1.389, C12 1.380, H26 1.080
8 C -0.56 5.08 0.28  O2 1.380, C15 1.405, C16 1.438
9 C -1.34 3.21 -1.00  C13 1.402, C15 1.343, H29 1.079
10 C 0.58 -2.12 0.68  C14 1.387, C17 1.389, H22 1.074
11 C -0.12 -1.55 -1.51  C7 1.389, C14 1.392, H21 1.078
12 C 0.37 -3.82 -1.02  C7 1.380, C17 1.385, H25 1.062
13 C -0.58 2.29 -0.26  N4 1.391, C6 1.403, C9 1.402
14 C 0.18 -1.14 -0.22  N5 1.360, C10 1.387, C11 1.392
15 C -1.38 4.52 -0.72  C8 1.405, C9 1.343, H27 1.110
16 C 0.29 4.15 0.98  C6 1.377, C8 1.438, H28 1.097
17 C 0.70 -3.44 0.27  C10 1.389, C12 1.385, B18 1.551
18 B 1.03 -4.67 1.15  O1 1.391, O3 1.396, C17 1.551
19 H -1.12 6.92 0.04  O2 0.973
20 H 2.29 -3.79 2.48  O3 0.968
21 H -0.50 -0.82 -2.21  C11 1.078
22 H 0.86 -1.79 1.66  C10 1.074
23 H 0.50 -6.60 1.33  O1 0.973
24 H 0.77 2.05 1.30  C6 1.057
25 H 0.36 -4.85 -1.27  C12 1.062
26 H -0.37 -3.20 -2.92  C7 1.080
27 H -2.08 5.23 -1.20  C15 1.110
28 H 0.88 4.57 1.80  C16 1.097
29 H -2.08 2.82 -1.68  C9 1.079

Computed properties:
Energy relative to the best compared isomer or geometry (same formula, charge and spin) ... 0.157 eV
SMILES ... OB(O)c1cccc(/N=N/c2ccc(O)cc2)c1
LUMO level ... -0.4 eV
DFT total energy ... -824.0238 a.u.
F_max ... 3.55 eV/A

Löwdin atomic charge list, values in e, 5 entries:
1 O 0.141
2 O 0.045
3 O 0.149
4 N 0.074
5 N 0.055

=====

[2]
A single C6H15NS molecule, computed with ωB97M-V/def2-TZVPD.

Each atom is followed by the atoms it is bonded to, with distances in Å.
Element x y z (Å)
1 S 3.78 -1.65 0.21  C6 1.810, H19 1.337
2 N -0.35 0.59 1.14  C5 1.481, C7 1.489, H13 1.013
3 C -2.01 0.98 -2.23  C8 1.536, H11 1.085, H12 1.088, H15 1.085
4 C 1.04 -1.33 0.33  C5 1.534, C6 1.503, H18 1.066, H22 1.091
5 C -0.24 -0.88 1.05  N2 1.481, C4 1.534, H9 1.090, H17 1.100
6 C 2.29 -1.23 1.15  S1 1.810, C4 1.503, H20 1.096, H21 1.099
7 C -1.39 1.20 0.26  N2 1.489, C8 1.541, H16 1.089, H23 1.100
8 C -0.89 1.21 -1.20  C3 1.536, C7 1.541, H10 1.097, H14 1.086
9 H -0.31 -1.24 2.08  C5 1.090
10 H -0.45 2.20 -1.36  C8 1.097
11 H -1.55 0.93 -3.21  C3 1.085
12 H -2.67 1.85 -2.24  C3 1.088
13 H -0.62 0.85 2.08  N2 1.013
14 H -0.12 0.48 -1.42  C8 1.086
15 H -2.66 0.16 -1.94  C3 1.085
16 H -1.44 2.21 0.65  C7 1.089
17 H -1.13 -1.24 0.51  C5 1.100
18 H 0.72 -2.30 0.02  C4 1.066
19 H 4.62 -0.84 0.87  S1 1.337
20 H 2.17 -1.60 2.18  C6 1.096
21 H 2.40 -0.16 1.35  C6 1.099
22 H 1.11 -0.76 -0.59  C4 1.091
23 H -2.29 0.57 0.29  C7 1.100

Computed properties:
Energy relative to the best compared isomer or geometry (same formula, charge and spin) ... 0.813 eV
SMILES ... CCCNCCCS
LUMO level ... 1.0 eV
DFT total energy ... -690.5116 a.u.
F_max ... 2.23 eV/A

Löwdin atomic charge list, values in e, 5 entries:
1 S 0.696
2 N -0.090
3 C -0.112
4 C -0.295
5 C -0.226

=====

| no. | frontier orbital gap (Eh) |
| --- | --- |
| 1 | 0.2869 |
| 2 | 0.3656 |